ORCA calculation (ωB97M-V with the def2-TZVPD basis set) on a structure of composition C33H31BIO9PSSi2 at a distorted geometry.

```
79
Properties=species:S:1:pos:R:3:forces:R:3
H 1.48406 -7.95095 -1.21150 -0.025 0.321 0.012
H 1.15613 -0.32980 -0.03958 -0.081 -0.292 0.118
C 0.48208 1.68713 5.69076 0.135 -0.135 0.009
I 2.45637 -2.61008 -2.74323 -0.226 -0.216 0.112
S 1.70029 -2.46985 1.01013 -0.387 -1.098 2.441
H 5.05203 -4.51271 -2.42115 0.122 0.224 0.058
H 0.76558 2.89292 2.03063 -0.098 0.100 0.058
H 5.90145 -7.48479 -1.12274 -0.162 0.174 0.216
C 6.11718 -6.29147 0.59542 0.256 0.077 1.138
H 6.71151 -6.99871 1.17979 0.036 0.233 -0.251
Si 3.32004 -2.83955 -0.45058 0.079 0.335 0.440
O -1.47146 0.47063 -2.04130 -0.035 -0.026 -0.054
H -0.21366 -1.54334 -0.06365 0.374 0.234 -0.140
H 5.20967 0.10426 1.48636 -0.237 -0.218 0.017
O 4.40994 -0.20501 1.03794 -0.151 -0.064 -0.657
C -3.87208 1.76760 -1.42867 -0.074 0.064 0.155
O -0.99558 4.64511 2.26336 -0.021 -0.016 0.059
C -2.83254 0.41354 -5.37913 0.093 -0.058 0.068
C 1.40636 1.10747 4.83698 -0.019 0.028 -0.028
C 5.63729 -6.56010 -0.59993 -0.455 0.495 -1.061
C -2.54253 -0.07487 -6.64803 0.094 -0.089 -0.153
H -3.21470 4.66231 7.52695 0.118 -0.082 -0.051
H -1.14804 -1.16323 -7.85562 -0.009 0.016 0.021
H -4.55764 6.58091 6.75465 0.019 -0.013 -0.013
C -1.34227 3.31032 6.15477 -0.029 -0.172 0.401
H 0.40633 1.34839 6.71574 -0.119 0.094 -0.013
C -5.91249 2.73448 -2.25944 0.065 -0.036 0.026
H -4.26784 7.45299 4.45636 0.010 -0.024 0.005
C -2.25302 0.66114 -2.95366 0.277 -0.060 0.367
H 1.84338 -6.60642 -0.05988 -0.123 -0.126 -0.270
H 0.78426 -6.32903 -1.45960 0.251 -0.210 0.073
H -6.83579 3.27064 -2.07938 0.022 -0.014 -0.007
C -0.47583 -0.99130 -5.82168 -0.084 0.032 -0.031
C -3.53763 1.36942 -2.71778 -0.116 0.023 -0.100
C -0.76432 -0.51052 -4.55556 0.191 -0.145 -0.105
C -5.05916 2.44323 -1.19947 -0.017 0.005 -0.074
H -0.07239 -0.67989 -3.74165 -0.092 0.063 0.096
C -2.17545 4.44066 5.66212 -0.002 0.062 -0.138
C 4.96230 -0.19339 -1.69404 -0.699 0.403 0.318
H -3.20724 1.54677 -0.60386 0.079 -0.029 -0.115
P 4.88177 -1.25666 -0.17223 1.592 0.219 0.066
H 5.78953 0.51714 -1.54876 -0.130 -0.353 -0.015
C -0.23388 3.15087 3.91298 -0.027 -0.042 0.122
O -1.47057 2.89530 7.28864 -0.003 0.034 -0.053
C 0.61277 -1.10663 0.51189 -0.363 -0.563 0.069
C -3.84657 6.11476 6.08411 0.032 -0.003 -0.059
H 0.44398 -1.53623 -5.99615 -0.021 0.015 -0.001
H -5.32109 2.74645 -0.19364 0.017 0.002 -0.024
C 1.68648 -6.87130 -1.11530 0.452 0.059 -0.174
Si 4.41783 -5.31877 -1.36001 0.620 -1.116 0.789
C -1.36947 -0.77928 -6.86772 0.012 0.023 0.080
C -1.94489 0.18348 -4.32783 -0.093 0.047 -0.055
C -4.08771 1.18080 -5.15699 -0.291 0.107 -0.308
H 2.54657 -6.11263 -3.93374 0.294 -0.340 -0.110
H -3.23425 0.09153 -7.46345 -0.061 0.084 0.113
O 2.33469 -2.11844 2.27411 0.564 1.143 -0.695
C -4.40560 1.64122 -3.77825 0.105 -0.031 0.115
H 2.22186 1.07724 2.84722 -0.019 -0.039 0.042
C 1.50411 1.53734 3.51687 -0.004 0.004 -0.017
C -5.58737 2.33423 -3.54523 -0.148 0.085 0.077
C -2.03175 4.91505 4.35703 -0.016 -0.024 0.152
O -4.83902 1.41991 -6.07992 0.045 -0.020 0.039
H 5.87865 -5.33982 1.07973 0.059 -0.361 0.026
H 4.04578 0.40828 -1.81464 0.235 -0.265 -0.100
C -3.09287 5.03722 6.51916 -0.127 0.119 0.080
H 0.18430 -0.70003 1.44058 0.397 -0.161 -0.165
B 2.89969 -6.43011 -2.03964 -0.836 -0.122 -0.341
C -3.68654 6.60276 4.79063 0.017 -0.059 0.044
O 1.00728 -3.73550 1.19836 -0.766 0.323 -1.461
H 2.05238 0.31677 5.19696 -0.032 -0.005 -0.035
O 2.97198 -6.80114 -3.39814 -0.501 0.405 0.560
H -6.25489 2.55719 -4.36722 0.103 -0.086 -0.065
C 0.68590 2.55652 3.05642 0.145 -0.116 -0.062
C -2.78581 6.00093 3.92752 -0.132 0.149 -0.018
C -0.34474 2.70659 5.23220 0.040 0.044 -0.133
H -2.66610 6.37828 2.92032 0.088 -0.125 -0.001
H 5.14168 -0.77556 -2.60637 -0.016 0.026 0.346
C -1.08079 4.26639 3.41476 0.059 0.125 -0.419
O 3.92208 -4.31906 -0.05512 -0.248 0.959 -1.348
```
Forces are in eV/Å.

Values from the calculation:
2S+1: 1
Gap between HOMO and LUMO, eV: 7.474
Total charge: 0

ORCA calculation (ωB97M-V with the def2-TZVPD basis set) on a structure of composition C33H31BrCdN7O2 at a distorted geometry.

```
75
Properties=species:S:1:pos:R:3:forces:R:3
C 3.96767 -4.34806 1.66594 0.238 0.237 -0.081
H 5.90079 -3.47301 1.45557 0.160 -0.113 -0.010
C 2.06113 0.15032 -4.23244 -0.185 -0.110 -0.209
C 2.53302 -0.45254 0.60086 -0.038 0.241 -0.121
N 0.67408 0.45907 3.14496 0.019 -0.271 0.245
H -1.22174 -1.24344 -6.18398 -0.054 -0.042 -0.004
C 2.59298 -4.09023 1.62900 -0.418 0.186 0.024
C -3.05192 0.42312 3.70702 0.105 0.068 -0.239
O -3.22204 -2.33338 -6.46570 -0.116 -0.159 -0.310
N -3.51644 -2.00504 -5.34070 0.086 -0.071 -0.296
N -1.39221 -1.15108 -0.95212 0.147 0.301 0.364
C 0.60212 2.87912 2.55366 0.144 -0.082 0.379
H 2.07930 2.81904 1.19522 -0.171 -0.221 -0.056
H 1.04148 2.05800 4.49337 0.096 -0.026 -0.139
C -0.15854 -0.73094 -4.37555 0.175 0.108 0.712
O -4.64107 -1.97147 -4.89643 -0.450 0.040 0.042
H 2.28704 1.75947 3.25725 -0.067 -0.023 0.092
C -2.52929 -1.57643 -3.04503 0.057 0.037 0.337
H -1.06812 2.13871 -1.53919 -0.028 -0.013 0.181
H 4.31477 -5.33804 1.91427 0.079 -0.086 0.019
H 0.70371 4.72563 0.58649 -0.011 -0.130 -0.157
C -0.22634 -0.64690 -2.96520 0.143 0.064 -0.746
C -2.62340 1.76991 -0.28129 -0.036 -0.011 -0.176
N 0.77951 -0.14503 -2.23459 -0.116 0.049 0.298
C -1.82020 0.49208 3.06049 -0.211 -0.106 0.345
H -0.63186 0.60216 4.81816 -0.002 -0.104 -0.117
C 0.54083 3.69245 0.23577 -0.326 0.163 -0.072
H 2.67501 0.58999 -2.20612 0.064 0.039 0.004
H 0.88531 3.86146 2.96664 -0.122 -0.104 -0.076
H -1.28214 4.28988 -0.72779 -0.021 -0.122 0.197
N -1.70890 0.87373 1.79449 0.318 -0.177 -0.261
N 1.06540 2.71607 1.18131 0.223 -0.157 -0.097
H 1.07689 3.55138 -0.70869 0.024 0.131 0.065
H -3.10788 0.10747 4.73570 0.031 -0.019 0.171
C -2.79665 1.24958 1.12921 -0.520 0.126 -0.061
C 2.12798 -2.83743 1.33545 -0.187 -0.360 0.175
C -0.95502 3.50570 -0.02678 0.399 0.168 0.031
H 1.12000 -0.41476 -6.07747 0.026 0.066 -0.124
Br 0.21596 -2.64247 1.47273 0.278 -0.089 0.026
N -1.24800 2.16857 -0.53825 0.162 -0.313 -0.353
C 4.83342 -3.32741 1.40570 -0.012 -0.215 0.065
H 1.37869 -0.22245 3.41351 -0.162 0.014 -0.240
C 2.96704 -1.74734 0.99956 0.429 0.027 -0.064
C -1.27631 -1.20466 -5.10511 -0.685 -0.289 0.002
H 6.35689 -1.25155 0.84886 0.082 -0.056 -0.003
C -3.61268 -2.01230 -0.94495 0.146 0.022 -0.162
C -2.42103 -1.59113 -4.47734 1.222 0.503 0.012
H -1.50834 3.64617 0.90459 -0.022 0.001 -0.071
H -3.32730 2.60572 -0.44085 0.090 -0.233 0.053
H -0.48283 2.78621 2.57965 0.051 0.181 0.012
C -1.40859 -1.12892 -2.29141 -0.539 -0.141 -0.346
C -2.44257 -1.60131 -0.30501 -0.076 -0.076 -0.111
C 4.88112 0.20950 0.39166 0.281 -0.091 -0.017
C 1.88178 0.22577 -2.84605 0.034 0.028 -0.044
H -2.35630 -1.64159 0.77216 -0.099 0.053 0.138
H -4.55751 -2.31157 -2.82816 0.119 -0.008 0.010
C 3.50606 0.47663 0.29303 -0.285 -0.207 0.135
H -4.46089 -2.33032 -0.36031 -0.080 -0.087 0.022
C -4.19302 0.76527 3.00492 0.176 -0.078 -0.056
H 5.60141 0.98104 0.15828 0.063 0.060 -0.014
C 1.20734 1.78681 3.43801 -0.109 0.349 -0.018
C 1.03161 -0.32561 -5.00540 0.052 0.024 0.283
H -2.90238 0.97475 -0.97901 0.004 0.100 -0.012
Cd 0.47661 0.22755 0.48335 -0.541 0.459 0.012
C -0.57043 0.12431 3.82576 0.188 -0.017 0.115
C 4.36780 -2.04278 1.06029 -0.271 0.037 0.043
H -5.15967 0.71977 3.48068 -0.131 -0.019 0.028
H 3.21727 1.46584 -0.04681 -0.022 0.087 0.006
H 1.89610 -4.88050 1.85359 -0.111 -0.081 0.051
C -4.06714 1.18829 1.69215 0.198 0.029 0.008
H -4.93746 1.47529 1.12080 -0.016 0.103 -0.080
H 2.99008 0.46723 -4.67549 0.137 0.021 -0.033
C -3.65856 -2.00203 -2.31908 -0.116 -0.018 0.363
H -0.59590 -0.95839 3.99064 0.054 0.106 0.002
C 5.30246 -1.02894 0.77155 0.057 0.294 -0.093
```
Forces are in eV/Å.

Values from the calculation:
2S+1: 1
Gap between HOMO and LUMO, eV: 6.761
Relative energy (zero: lowest compared OMol25 entry of this formula, charge and spin), eV: 0.039
Total charge: +1

ORCA calculation (ωB97M-V with the def2-TZVPD basis set) on a structure of composition C33H31BrI2N4O3RbS2 at a distorted geometry.

```
77
Properties=species:S:1:pos:R:3:forces:R:3
H 2.86468 1.52472 -2.99521 -0.012 0.035 -0.027
H 1.51004 -2.65948 3.90921 0.012 0.000 -0.030
I -5.11548 -5.54928 2.43581 0.153 0.231 -0.037
C 2.07728 -0.37667 -2.34050 -0.459 -0.219 -0.363
N -2.41889 0.83996 1.47731 -1.084 0.276 0.445
C -0.08876 3.97896 -0.79002 -0.041 0.025 -0.366
N -2.62790 -1.39298 -0.19588 0.010 0.188 -0.160
C 0.20443 5.87463 0.62349 -0.078 -0.047 -0.186
S -1.81154 1.13974 -3.07827 0.024 0.070 0.423
C -3.97344 -3.78409 2.26299 -0.137 -0.291 0.294
S -3.49535 1.56611 -5.49923 -0.094 0.120 -0.138
Rb -0.29726 0.46467 -0.24907 1.933 -1.276 -1.850
H 4.12750 1.14088 -1.24144 0.026 0.034 0.040
H 3.75913 0.36549 5.93368 0.003 0.000 -0.008
C 0.70330 5.01158 1.58654 0.066 -0.172 0.133
H -0.66401 5.97837 -1.34411 0.013 -0.054 -0.050
H 3.32109 -1.72142 1.35207 0.038 -0.075 0.046
H -2.29916 5.32560 -4.78917 0.015 -0.039 0.034
C 0.78422 3.65041 1.29967 -0.129 0.518 -0.410
H -4.15987 -3.43429 -2.35629 -0.006 0.017 -0.008
C 1.43761 -2.38434 -1.42782 -0.338 0.025 -0.340
H 2.54849 -3.27517 0.99390 0.034 0.003 0.076
C 0.73597 -3.70638 -1.25746 0.141 0.176 0.010
O -1.70541 1.74476 1.41666 -0.745 0.196 0.838
H 1.16364 1.25447 -3.42112 0.040 0.071 -0.065
H -0.46339 -0.94565 -3.76338 -0.109 -0.036 -0.095
C -3.03938 -1.90288 -1.33105 0.202 0.293 0.044
H 1.12211 -4.24878 -0.39114 -0.051 -0.027 0.017
C -2.48919 -1.41682 2.17554 -0.628 -0.538 0.286
C -3.47975 -3.24337 3.41917 -0.249 -0.309 -0.193
C 2.71518 0.99900 4.16808 -0.081 0.099 -0.164
H 0.87332 -4.35122 -2.13217 -0.042 -0.055 0.021
H -4.79485 -4.58660 -0.25485 0.032 -0.024 -0.005
I -2.00299 -1.21512 5.14088 -0.137 -0.156 -0.159
C 1.47280 -0.70908 3.01981 -0.144 0.227 -0.089
C 1.20983 -1.49243 -2.50208 0.102 0.179 0.207
C -0.22800 5.34763 -0.58220 0.119 0.136 0.245
C 3.10248 0.07635 5.12471 0.001 -0.030 0.061
Br 3.18220 -2.49926 6.33958 -0.039 0.076 -0.059
H 1.28120 3.12801 3.35342 0.081 0.024 -0.012
C 2.44370 -1.83813 -0.61939 0.265 0.713 0.321
H 4.11398 -2.87215 0.28213 0.000 -0.045 0.100
C -3.72809 -3.19548 1.00364 0.174 0.331 0.000
H 2.43515 0.42473 -4.30944 0.005 0.069 -0.031
C 2.83727 -0.58400 -1.18644 0.002 -0.496 0.619
C -2.95913 -1.99969 0.96127 0.017 -0.177 0.048
H -3.80959 4.39592 -5.03157 0.006 -0.017 -0.012
H -2.73743 -1.36829 -2.22948 -0.025 -0.034 -0.010
H 4.84412 -0.26659 -0.45103 0.033 0.061 0.015
C -2.51642 2.10613 -4.26133 -0.136 0.166 -0.015
C -4.17950 -3.69726 -0.23661 0.001 0.029 -0.263
H 3.09298 2.01259 4.22197 0.012 -0.008 -0.011
C 3.13565 -2.45806 0.56434 -0.055 0.016 -0.262
H -0.20235 -2.68760 -3.60785 -0.001 -0.012 -0.032
C 2.64921 -1.22767 5.02796 0.025 -0.087 0.022
H -2.42166 4.09410 -6.08264 0.000 -0.006 -0.003
N 0.42891 3.15727 0.10923 -0.036 0.154 0.274
N 1.46777 1.49256 2.10359 -0.297 0.381 -0.487
H -3.67328 -3.71563 4.37091 0.040 0.020 0.017
H 0.85937 -1.69679 -4.62069 -0.040 -0.103 -0.014
C 1.87922 0.62348 3.11283 0.217 -0.403 0.493
H -0.34530 -3.57685 -1.11951 -0.025 -0.120 0.017
C 0.29990 -1.71840 -3.67588 0.175 0.058 0.024
C 1.22240 2.71247 2.33919 0.236 -0.365 0.422
O -1.76362 -0.26007 2.17612 0.546 0.072 -0.052
O -2.20865 3.42984 -4.12386 0.039 -0.008 -0.008
C -2.71974 4.35923 -5.06839 -0.041 -0.060 -0.031
H 1.02608 5.38515 2.55071 -0.020 -0.034 0.017
H 0.85220 -1.00511 2.18187 0.140 -0.067 0.014
C -2.74676 -2.05342 3.36646 0.468 0.746 0.049
H 3.61293 0.68186 0.38778 0.107 0.061 0.005
C -3.83721 -3.05978 -1.39542 -0.139 -0.249 0.202
H -0.42470 3.52457 -1.72062 0.030 -0.015 0.006
H 0.14180 6.93799 0.81593 -0.019 -0.004 0.028
C 2.13995 0.77052 -3.31171 0.018 -0.138 0.127
C 1.83932 -1.63223 3.97981 0.010 -0.017 0.108
C 3.90960 0.28876 -0.59397 -0.171 -0.084 -0.105
```
Forces are in eV/Å.

Values from the calculation:
2S+1: 1
Gap between HOMO and LUMO, eV: 3.717
Relative energy (zero: lowest compared OMol25 entry of this formula, charge and spin), eV: 2.423
Total charge: -1